1.
Molecular formula: H18O9
Method: DFT, wB97M-V/def2-TZVPD

## Properties
Net charge: 0

Geometry (Å):
H  -0.397317  -2.130216  -0.977539
H  0.706108  0.241896  2.598408
H  -1.534390  -1.136561  -1.164540
O  -1.393117  0.972125  -2.234700
H  -1.049414  -0.172055  0.900824
H  -0.999781  -1.550380  1.525045
O  1.578365  -0.629106  -0.374122
H  -0.599402  0.582761  -0.582781
H  3.473788  1.680177  0.275320
O  -2.465525  -0.921571  -1.109850
H  -0.393517  1.594252  1.253618
H  2.419018  0.607622  0.445601
H  0.696733  0.071128  0.008979
H  -1.870327  1.614992  -1.710081
H  2.207152  -1.102942  0.170251
O  -0.454058  -1.341667  -1.517176
H  -0.488494  1.285007  -2.233109
O  -1.169234  1.943406  1.692470
O  -1.486957  -0.726707  1.546699
O  1.021873  -0.533418  2.134282
H  -1.469098  1.228873  2.254389
O  -0.126231  0.499159  0.245080
H  -2.655641  -0.467627  -1.930829
H  1.769450  -0.916480  -1.266953
H  0.434058  -1.214865  -1.850951
H  0.930767  -0.312015  1.207508
O  3.315190  0.834213  0.694157

Forces on atoms 1 to 3 (eV/Å):
H 0.209 -0.737 0.228
H -0.186 0.094 0.245
H -3.276 1.446 0.350

2.
Molecular formula: C17H39BGaO27S6
Method: DFT, wB97M-V/def2-TZVPD

## Properties
Net charge: -1

Geometry (Å):
O  3.314619  -0.845508  4.797594
H  1.083686  1.911091  4.807329
O  -1.737762  3.907313  -5.042074
H  -1.127683  4.148869  4.859654
O  3.025358  -0.099216  1.085820
H  0.764720  -3.022003  3.385836
C  -1.603182  -3.269365  -5.084873
C  -3.920701  7.244272  -2.070023
S  -1.836798  2.471878  -5.799254
B  1.081066  3.860289  4.336147
S  1.574721  0.605456  0.875622
H  2.503031  5.325788  4.199323
O  -2.916838  -0.046477  -5.024588
C  2.763633  -6.617949  -2.666344
O  5.432364  -1.929608  4.242702
O  -3.407362  5.894054  -1.880718
H  -5.091384  7.295137  -2.067403
H  1.843794  -1.994830  -1.336709
O  -2.426810  -5.883694  3.979154
S  -3.128233  -1.378539  -4.516250
H  -3.680160  4.393287  -4.603356
O  -0.546379  -6.272984  5.613990
O  -0.193409  -4.853663  3.609456
O  -2.864122  1.753993  -4.765622
H  2.740312  -2.120159  0.928275
H  -0.991515  1.540314  2.895514
C  5.597748  -0.518722  4.397022
H  4.124276  -1.484383  0.001136
H  4.673036  -5.664306  -2.206854
H  2.765378  -7.564439  -2.124069
O  -1.609418  -4.036258  5.425767
C  -2.269550  4.554432  0.014350
C  -3.026787  2.577743  -3.608591
H  -3.484470  4.100623  1.950589
C  3.610871  -5.554359  -1.981026
O  -0.560602  1.821500  -5.703498
H  0.213674  -3.159242  5.757461
O  1.447778  -6.068592  -2.716800
O  3.662448  -3.227357  5.401348
C  -3.518879  5.490720  -0.464198
H  -1.332400  5.154056  0.323091
Ga  -0.960564  3.036565  2.334587
H  2.650844  -0.431125  -1.634727
H  -1.975864  3.881913  -0.896526
S  -1.259320  -5.440174  4.685612
O  -2.521188  2.667179  -7.048683
H  -3.571810  7.574174  -3.137629
C  -2.530942  -3.040510  -6.270994
C  4.420214  -0.064612  5.248341
O  3.123137  -4.306277  -2.473582
H  3.098677  -6.787414  -3.694361
H  5.565940  -0.061429  3.403715
C  3.094940  -1.291608  0.310185
H  -3.546030  6.391619  0.259253
H  -2.857844  -3.974526  -6.730609
H  -1.954177  -4.099742  -4.464524
H  3.466230  -5.572723  -0.896778
H  -2.272322  2.283157  -2.872717
H  0.309259  3.108167  1.329823
C  2.171144  -1.060013  -0.877758
H  -2.523826  4.675920  -3.275281
H  4.211163  1.000390  5.136033
H  -1.040837  -2.055521  5.133860
O  1.058021  -0.338691  -0.348032
H  -2.054210  -2.410192  -7.028238
O  3.374229  -2.546827  2.989779
O  1.794066  1.925546  0.363578
O  0.764129  -3.849660  -1.834763
C  -0.628393  -3.063058  5.064935
H  -0.955732  -3.077924  2.919033
C  -2.796577  4.002652  -4.088652
H  -4.493192  4.866735  -0.329565
O  -3.935856  -1.650419  -3.361872
O  0.767570  0.335274  2.027900
H  -4.022141  2.442127  -3.181479
C  -2.655249  3.616649  1.309210
H  -3.125949  2.641358  0.858215
O  2.241395  4.507216  3.711171
H  -3.502861  8.004725  -1.307997
H  -0.472719  5.421914  3.621035
O  1.407642  -4.123014  -4.257498
O  1.211725  2.761139  5.323653
H  6.557081  -0.296609  4.867822
S  1.553470  -4.453619  -2.867737
O  -3.644099  -2.324338  -5.738526
O  -1.675585  -2.076412  -4.308849
C  -0.460168  4.291544  3.928907
S  3.852746  -2.301640  4.320071
C  -0.215739  -3.425438  3.645762
H  4.586277  -0.292788  6.305739
H  -0.574777  -3.458820  -5.395772

Forces on atoms 1 to 3 (eV/Å):
O 0.287 -0.939 -0.781
H -0.053 1.348 0.894
O 0.454 -0.941 -0.447

3.
Molecular formula: C4H25NO8
Method: DFT, wB97M-V/def2-TZVPD

## Properties
Spin multiplicity: 2
Net charge: +1

Geometry (Å):
H  -2.022508  -2.220987  -2.441860
H  0.611774  -0.741879  -0.113925
H  3.900308  0.648695  -0.637310
H  1.634146  -2.411285  1.778834
H  1.463579  1.443485  -0.463159
C  -0.447316  0.921647  -0.712612
H  -0.773501  1.173268  -1.736219
H  -1.966501  3.152973  1.048768
H  0.766802  -2.083315  -1.917744
H  -1.774796  -0.753164  -3.317204
H  -2.847567  3.233309  -0.092027
H  1.824883  -0.241273  -2.705474
H  -1.845908  -1.079739  0.666349
H  0.138922  3.228356  2.317667
H  -1.383995  0.810231  2.443311
O  0.557928  1.688593  -0.181222
H  -0.859973  -1.920237  -3.745858
O  -2.242929  3.731442  0.262605
O  3.221700  -0.051278  -1.033600
H  3.753676  -0.897281  -0.567135
O  -1.054007  0.523683  3.339236
N  -0.096638  -0.553784  -0.778551
O  2.017110  -1.908052  1.029215
C  0.897452  -0.276629  -3.053111
O  -0.232189  3.224630  3.210407
O  1.100021  -1.362992  3.298024
H  0.336570  0.610576  -3.159396
H  0.815216  -1.888014  4.045710
H  -3.085753  -1.693238  0.339238
H  0.863521  -0.463332  3.414223
H  -1.580402  -0.203839  3.504274
H  0.344478  2.641706  3.712160
O  -2.747984  -1.204809  1.034742
C  -1.243839  -1.516620  -2.857801
H  2.618022  -2.612785  0.550145
C  -0.013861  -1.215807  -2.126734
H  -1.493115  1.189115  -0.197253
H  0.846689  -0.921371  -4.156727

Forces on atoms 1 to 3 (eV/Å):
H 1.213 0.628 -0.048
H 1.508 -1.124 1.230
H -2.173 -1.674 -1.471

4.
Molecular formula: C45H90O45
Method: DFT, wB97M-V/def2-TZVPD

## Properties
Net charge: 0

Geometry (Å):
H  -7.256232  1.283812  7.018229
O  4.997664  -1.382904  0.659381
O  -4.292038  -2.749067  -0.617642
H  -3.071416  -2.416200  -2.333763
C  -3.751150  0.538835  0.880945
O  -3.028066  3.493751  2.593433
H  4.894156  0.328431  2.525738
C  -2.135664  -4.716825  -4.766920
H  -0.027643  -2.922279  2.626942
H  -1.309859  -7.384919  4.212532
H  -2.202446  -3.653899  -4.998933
O  -1.548598  -5.649226  3.020938
C  -7.801616  -2.485215  -0.328789
C  -0.618568  -4.473157  -3.066703
C  -0.268683  1.140084  -7.746155
C  2.489224  0.490004  7.479287
C  -0.559337  3.672676  -0.175887
H  1.455573  -1.805218  5.710113
O  3.864836  -1.254718  -1.301246
O  2.834004  -0.495430  -5.993959
H  2.252011  -6.194695  2.989931
O  -3.837833  2.468946  -4.032527
H  -0.147135  -1.848425  6.390479
H  -1.276015  3.795187  0.636190
H  2.509433  6.616632  -2.941145
H  0.263386  -4.438165  1.673584
H  -1.273373  1.702913  5.912066
O  4.831106  -0.948996  4.183531
O  -3.229476  0.820508  6.195492
O  -5.606145  -1.355610  -1.831446
H  1.047711  8.178383  -7.798284
O  -2.771420  3.845384  -5.406339
C  0.495803  -2.317873  5.645935
H  4.456567  1.632546  0.256658
H  3.622577  -2.217488  -6.607069
H  5.583996  1.091014  3.965937
O  -2.656814  4.182039  -3.114891
O  0.827617  7.059760  -3.987466
H  -0.487669  4.592874  -0.755710
H  -3.900958  3.895874  4.475113
H  -1.102140  3.014272  -0.854091
O  -1.634728  -5.095603  -3.475045
C  -6.348731  1.863120  7.188328
O  0.600156  -3.709110  5.526285
C  -5.456994  -2.134618  -0.899668
C  -3.113207  -2.275922  -1.253631
H  -1.784571  4.781695  -6.860835
O  2.077524  -3.696718  3.767860
H  1.509857  2.966300  -9.431243
H  -4.838350  0.567221  0.808135
H  -1.095810  -1.525504  -5.720972
H  -8.300676  -3.029657  0.472848
O  1.534068  5.902583  -5.875515
H  0.246799  -1.939169  4.654632
H  -3.386206  0.373365  -0.132734
O  -3.659187  2.575530  7.423605
H  -0.138441  -2.962205  0.900414
O  -1.314204  1.736342  -7.622823
H  -4.791417  0.996484  -2.911902
H  0.134058  3.467069  -8.401371
C  3.043074  -1.834601  -2.267845
H  4.494633  -0.732133  -7.088995
C  -0.540415  0.131332  -2.580317
O  0.204234  7.898802  -5.876453
O  3.150086  2.703114  4.833750
H  -0.175395  6.928678  -7.617819
H  -0.664933  0.985023  -3.246495
C  5.019041  -3.022873  6.937169
H  -3.471362  -0.304972  1.511663
O  0.548886  -1.417293  -0.470046
C  -1.808388  4.752665  -5.771474
C  -1.246282  -0.668231  -6.377129
C  0.904224  -4.890398  -1.291053
H  -0.794235  4.443152  -5.518897
O  -0.585446  0.419289  -1.145284
H  2.985883  -6.709068  4.519000
H  1.912061  3.315441  -7.887957
C  1.495092  6.222685  -3.004581
H  0.766585  -1.167342  2.419971
C  1.299312  -4.300507  4.526776
H  -8.114080  -1.473407  -0.070500
H  -1.777340  0.056259  -5.759718
C  0.100138  7.939059  -7.315652
C  3.987146  -1.246193  -6.272731
H  -3.160069  -5.087921  -4.798484
H  4.460543  -4.597201  1.218207
H  -2.013403  -0.907229  -7.113680
O  -5.255609  1.256395  6.450318
H  6.460819  -0.090554  3.172659
H  -3.380287  1.653109  -2.136959
C  0.641102  -0.131170  2.105819
O  4.641993  -2.290722  5.800458
O  -3.622766  -4.758866  2.624375
H  4.297745  -3.819752  7.118328
O  -3.164264  1.772365  1.303317
H  -6.430994  2.882960  6.812494
C  3.041649  2.827838  3.469470
O  1.688189  3.282258  -1.741606
H  -2.241383  -2.812925  -0.879948
H  2.726138  -4.412223  1.117305
H  2.807140  0.639397  8.511128
C  5.433450  0.140486  3.454154
H  -6.187987  1.908846  8.265438
H  0.882267  -5.275790  -0.271693
H  -3.105676  5.152299  3.748425
O  -0.131810  -0.121693  -7.072907
C  -0.352501  -3.547067  1.794955
H  1.993399  -1.586648  -2.110345
C  2.041306  -6.544454  4.000558
H  -8.197338  -2.707230  -1.319852
C  1.664613  2.876161  -0.544952
H  -2.668333  -6.383953  4.706525
O  1.140950  -5.625602  4.678503
O  0.882531  1.464472  -8.204336
H  1.641025  -5.359411  -1.943161
O  2.623365  2.232283  0.086183
H  1.516022  -7.488331  3.854708
O  0.660899  3.105296  0.310673
C  1.066034  2.902982  -8.437713
H  -1.977870  5.768920  -5.415685
C  -3.606964  2.313683  2.544206
C  2.880523  0.614332  -5.197446
H  -1.531368  0.714388  7.400235
H  4.639620  -1.270553  -5.399926
C  -3.000280  4.076461  3.888370
H  0.443347  -0.303625  -2.756707
C  -2.103367  -6.735310  3.843119
H  6.026266  -3.427032  6.835813
C  -3.057233  3.534426  -4.111345
H  -2.747749  -7.376642  3.241826
H  -4.777662  2.683321  -2.248389
H  3.945735  1.541187  -1.456149
H  2.003045  2.962239  3.167233
H  0.803512  2.958444  -5.447273
H  1.110370  -3.826329  -1.175405
C  3.665354  -3.859104  1.113299
H  -1.402608  -0.081118  5.876544
C  -4.024180  1.656951  6.704407
H  -2.039055  4.053882  4.401823
H  3.376153  -1.318253  -3.168146
H  3.677471  -3.106461  1.901643
H  3.554343  1.987481  3.001452
O  -0.383339  -5.005067  -1.909817
C  -2.397055  -4.747304  2.517919
H  4.377995  3.093680  -0.722100
O  3.618109  -3.166053  -0.031871
H  2.727858  -0.535909  7.198816
O  0.061599  -3.590078  -3.629878
C  2.523278  1.729901  5.453511
C  -4.218753  1.914843  -2.782390
C  0.939869  6.880317  -5.286336
C  -1.769207  0.833198  6.343165
H  3.581756  3.757923  3.292492
C  3.902858  2.129786  -0.539750
O  6.256363  -0.666959  5.938993
C  -0.047588  -0.424438  -0.228520
H  -2.907938  -1.236618  -0.997082
H  5.140468  -2.426825  7.841646
O  2.980432  1.582699  6.712726
O  1.760483  1.176692  -5.251550
C  1.446344  2.459144  -4.722307
H  1.483774  5.148044  -3.186524
O  -1.733311  -3.860130  1.764448
H  3.101266  -2.919125  -2.360157
H  2.308085  3.106844  -4.561120
O  3.811467  0.928380  -4.523300
H  0.841758  2.390611  -3.817943
C  5.355228  -1.256784  5.351485
H  1.032314  6.290457  -2.020022
C  4.200616  -1.877645  -0.142169
O  -0.201851  0.118858  0.972950
O  -6.429221  -2.647760  -0.088620
H  -1.194014  -0.651100  -2.965939
H  -1.585836  -5.162494  -5.595876
H  -0.697341  8.525368  -7.772132
O  1.659441  0.996673  4.977743
H  1.650787  0.159023  1.815238
O  -4.461611  1.919042  3.319096
H  0.363317  0.492102  2.955800
H  1.407616  0.407702  7.372266

Forces on atoms 1 to 3 (eV/Å):
H 0.322 -0.005 -0.386
O -2.337 -1.298 -1.718
O -0.642 0.106 0.542

| no. | total energy (eV) |
| --- | --- |
| 1 | -18712.4119 |
| 2 | -191599.9431 |
| 3 | -22412.0270 |
| 4 | -140255.8467 |